[1]
DFT (ωB97M-V with the def2-TZVPD basis set) results for C4H5NO in the gas phase at a distorted geometry.

Atoms and positions in Å:
1 N -0.67 -1.35 -2.67
2 C -0.19 -0.60 -1.94
3 C 0.35 0.34 -0.96
4 C -0.45 0.30 0.33
5 C 0.05 -0.37 1.53
6 O 0.11 1.04 1.39
7 H 0.31 1.36 -1.37
8 H 1.41 0.11 -0.76
9 H -1.53 0.41 0.20
10 H -0.67 -0.73 2.27
11 H 1.00 -0.90 1.50

The total charge is 0. As for the structure (SMILES): N#CC[C@H]1CO1.

***

[2]
DFT (ωB97M-V with the def2-TZVPD basis set) results for C4H5NO in the gas phase at a distorted geometry.

Atoms and positions in Å:
1 N 2.53 0.79 -0.66
2 C 1.72 0.01 -0.38
3 C 0.66 -0.94 -0.02
4 C -0.62 -0.26 0.46
5 C -1.05 1.04 -0.04
6 O -1.65 -0.16 -0.50
7 H 1.06 -1.59 0.77
8 H 0.43 -1.57 -0.88
9 H -0.97 -0.58 1.44
10 H -1.68 1.68 0.58
11 H -0.43 1.57 -0.77

The total charge is 0. As for the structure (SMILES): N#CC[C@H]1CO1.

***

In Ha, the HOMO level values for the records above are, in order, -0.40405 -0.39718.
In eV, the electronic energy values for the records above are, in order, -7764.9667 -7764.8871.
In kcal per mole, the ΔE to the lowest compared entry with this formula, charge and spin values for the records above are, in order, 36.0 37.8.